No. 1
DFT (ωB97M-V/def2-TZVPD) results for a cluster of 21 separate species, H42O21 in total.

Values from the calculation:
HOMO energy (eV): -10.540
E_tot (eV): -43676.4239
Frontier orbital gap (eV): 9.81
Energy relative to the best compared isomer or geometry (same formula, charge and spin) (kJ/mol): 906.10

Element x y z (Å)
O (-3.2012, -3.8238, -1.2721)
H (-2.3045, -3.9187, -1.2091)
H (-3.3440, -2.9184, -1.1716)
O (0.5437, 2.4948, -3.4084)
H (1.2180, 2.4429, -4.1122)
H (-0.0869, 1.7683, -3.7391)
O (1.9184, -1.1150, 1.9821)
H (1.2403, -0.5803, 1.5623)
H (2.2534, -1.7680, 1.3058)
O (-4.4166, 0.3045, -2.8690)
H (-3.9236, 1.0938, -3.1813)
H (-4.3042, 0.3105, -1.9613)
O (-0.4205, 0.5299, 4.1663)
H (-1.3930, 0.8954, 3.9516)
H (-0.4974, -0.2992, 3.7769)
O (-2.1456, -0.2119, 0.7304)
H (-1.5694, -0.7900, 0.2817)
H (-2.9591, -0.3035, 0.2710)
O (0.9383, 4.2292, -0.1656)
H (0.9119, 3.8448, 0.7022)
H (0.5981, 5.0698, -0.2019)
O (1.2636, -2.4481, 4.3565)
H (1.7033, -2.0860, 3.6563)
H (1.0223, -3.3536, 4.0207)
O (-2.9513, 1.9401, 2.6561)
H (-2.3755, 1.3169, 2.1903)
H (-3.6770, 2.2877, 2.1820)
O (-5.3361, 0.4652, -0.0029)
H (-5.4076, -0.4379, 0.2302)
H (-5.3730, 1.0412, 0.6979)
O (-1.9494, 4.3182, -0.5573)
H (-1.3815, 3.5391, -0.3633)
H (-2.8127, 3.9932, -0.3876)
O (4.0704, 2.5025, -0.6833)
H (3.8136, 3.0924, -1.5259)
H (3.2690, 2.6820, -0.3483)
O (0.9215, 0.9693, 0.5935)
H (1.6216, 1.5100, 0.2759)
H (0.0133, 1.2952, 0.5845)
O (0.4496, -2.9008, -4.1552)
H (0.9871, -2.5014, -4.8435)
H (0.9713, -3.7173, -3.9392)
O (2.9332, -1.4552, -4.0892)
H (2.5472, -1.5578, -3.1794)
H (3.7104, -0.8907, -4.0442)
O (-1.3458, -0.4902, -3.0961)
H (-2.2402, -0.2815, -2.8942)
H (-1.5229, -1.3243, -3.5333)
O (1.2632, -4.4578, -0.6084)
H (2.0881, -4.0463, -0.5708)
H (0.9142, -3.6282, -0.9142)
O (2.7693, -0.0280, 4.5618)
H (2.6862, 0.5665, 3.7545)
H (2.0792, 0.2437, 5.1398)
O (1.4226, 3.2954, 2.9577)
H (2.1639, 2.8392, 3.1013)
H (1.1268, 3.2740, 3.9045)
O (3.4354, -3.0896, 0.9760)
H (3.6024, -3.4183, 1.8703)
H (2.9943, -3.7621, 0.5284)
O (0.6572, -1.1883, -1.3928)
H (0.9240, -0.3526, -0.6500)
H (-0.1077, -1.0108, -1.8979)

Atomic partial charges in e from the Mulliken method, atoms 1 to 5: atom 1 (O): -0.582, atom 2 (H): 0.311, atom 3 (H): 0.265, atom 4 (O): -0.602, atom 5 (H): 0.295


No. 2
DFT (ωB97M-V/def2-TZVPD) results for a cluster of 21 separate species, H42O21 in total.

Values from the calculation:
HOMO energy (eV): -10.127
E_tot (eV): -43674.1863
Frontier orbital gap (eV): 9.62
Energy relative to the best compared isomer or geometry (same formula, charge and spin) (kJ/mol): 1122.00

Element x y z (Å)
O (-1.6231, 1.5080, -2.7848)
H (-0.8960, 1.5048, -3.4071)
H (-2.3612, 1.4516, -3.3898)
O (-0.5740, 1.2209, -0.5208)
H (0.0662, 1.4759, 0.1781)
H (-0.4095, 1.9495, -1.2722)
O (0.8594, -4.5547, -0.4849)
H (0.4550, -3.6590, -0.1568)
H (0.2528, -5.3101, -0.3564)
O (-1.4356, -1.8002, 1.8019)
H (-1.7052, -1.0170, 1.2799)
H (-0.6599, -2.2690, 1.3537)
O (-2.8215, -4.2910, 1.1956)
H (-2.7455, -3.4826, 0.7305)
H (-3.5716, -3.9967, 1.8252)
O (3.4465, 0.2675, 0.5371)
H (3.2852, 0.6112, -0.3594)
H (2.8310, 0.7220, 1.1497)
O (-1.0536, -2.8760, 4.0169)
H (-1.4147, -3.4329, 3.2860)
H (-1.5345, -2.0407, 4.2957)
O (1.8775, -1.9337, -2.6210)
H (2.1474, -2.5268, -3.2484)
H (1.1280, -2.3054, -2.2699)
O (-2.7758, -1.2658, -1.2565)
H (-2.8729, -0.2735, -1.1842)
H (-2.8871, -1.2440, -2.2171)
O (3.2865, 3.4007, -0.4880)
H (3.7578, 2.8226, 0.1686)
H (2.7202, 3.9871, 0.0890)
O (4.2979, 0.4963, -1.8942)
H (3.9750, -0.3387, -2.2529)
H (3.5158, 1.1766, -2.1435)
O (-4.6358, 1.8621, -1.5603)
H (-4.1111, 2.7450, -1.1102)
H (-4.3005, 1.3043, -0.8828)
O (2.4000, 1.9013, 3.5472)
H (1.7819, 1.5728, 4.1968)
H (2.9567, 1.0229, 3.3727)
O (1.4873, -1.9097, 0.7725)
H (1.3772, -1.6694, -0.1547)
H (2.3043, -1.4000, 1.1040)
O (-0.1482, 2.1662, 2.0872)
H (-0.4648, 2.4210, 2.8880)
H (-0.8549, 1.7896, 1.6745)
O (1.5667, 2.5650, -3.1974)
H (1.4858, 1.7963, -3.8601)
H (1.6169, 3.3740, -3.7009)
O (-2.7150, 0.7379, 0.7608)
H (-2.2169, 0.4195, -0.0172)
H (-1.9881, 1.4092, 1.0705)
O (1.1100, -0.9328, 4.1146)
H (0.2487, -0.3792, 4.0985)
H (1.0739, -1.8299, 4.2553)
O (-0.2669, -1.5402, -1.1975)
H (-0.0985, -0.5851, -1.0497)
H (-1.4242, -1.6709, -1.2744)
O (-0.9907, 4.4128, 2.0221)
H (-1.4776, 4.8382, 1.3665)
H (-0.3011, 3.8892, 1.6496)
O (-0.1508, -0.3193, -3.4574)
H (-0.5190, -0.9982, -3.8793)
H (0.6939, -0.9696, -3.2391)

Atomic partial charges in e from the Mulliken method, atoms 1 to 5: atom 1 (O): -0.507, atom 2 (H): 0.221, atom 3 (H): 0.264, atom 4 (O): -0.443, atom 5 (H): 0.275


No. 3
DFT (ωB97M-V/def2-TZVPD) results for a cluster of 21 separate species, H42O21 in total.

Values from the calculation:
HOMO energy (eV): -11.030
E_tot (eV): -43678.6492
Frontier orbital gap (eV): 10.65
Energy relative to the best compared isomer or geometry (same formula, charge and spin) (kJ/mol): 691.40

Element x y z (Å)
O (0.9937, -1.5338, -4.2430)
H (1.2458, -1.6159, -3.3132)
H (1.7549, -1.0902, -4.6099)
O (-1.5636, -1.9884, -0.5618)
H (-1.8263, -2.7216, -1.1124)
H (-1.9140, -1.9947, 0.3263)
O (1.5715, 3.0714, 2.7699)
H (2.0219, 3.5382, 2.0707)
H (1.7852, 3.6786, 3.4812)
O (1.9296, -1.3753, -0.7598)
H (1.4543, -0.6897, -0.2977)
H (1.6748, -2.1589, -0.2518)
O (2.4979, 3.8050, -0.1024)
H (2.8702, 3.1833, -0.7408)
H (1.9361, 4.2854, -0.7215)
O (-3.6081, 3.3354, 1.4432)
H (-4.4827, 3.0142, 1.2930)
H (-3.0576, 3.2359, 2.2087)
O (0.5805, 0.4968, 1.0377)
H (0.5200, 1.3506, 1.4314)
H (0.8778, -0.1804, 1.6361)
O (-2.0958, 3.4518, -3.3905)
H (-2.2030, 2.9428, -2.5797)
H (-2.0827, 2.8416, -4.1318)
O (3.8746, -0.1271, -2.6566)
H (3.5697, -0.2501, -1.7538)
H (4.6049, 0.4743, -2.7496)
O (-4.1348, -2.2414, -1.3115)
H (-3.4547, -1.8545, -1.8418)
H (-4.5202, -1.5860, -0.7274)
O (-0.9462, 2.7794, -0.5359)
H (-0.2266, 3.2733, -0.1255)
H (-1.7523, 3.1200, -0.1091)
O (4.0465, -3.3789, -0.7867)
H (3.2073, -3.2608, -1.1955)
H (4.4642, -2.5851, -1.1171)
O (-0.1021, -3.5211, 3.8242)
H (-0.7469, -3.9613, 3.2692)
H (-0.3766, -2.9324, 4.5199)
O (-1.0911, 2.4087, 2.5505)
H (-0.6981, 2.3344, 1.6780)
H (-0.6028, 1.7804, 3.1162)
O (-0.7671, -0.2253, 3.2729)
H (-1.3773, 0.3224, 2.7735)
H (-0.3952, -0.9551, 2.7898)
O (-2.0398, 0.5421, -0.5562)
H (-1.1623, 0.9430, -0.3865)
H (-1.9172, -0.3292, -0.9713)
O (0.9967, -4.2499, 1.2811)
H (0.6637, -5.0743, 0.9181)
H (1.4471, -4.4270, 2.1116)
O (2.6352, 0.8108, 4.3323)
H (2.0010, 1.4707, 4.6396)
H (2.3693, 0.0971, 4.9138)
O (0.7407, 3.0143, -2.8860)
H (0.4180, 2.4614, -2.1728)
H (-0.1090, 3.1971, -3.3172)
O (-1.5216, -4.9925, 0.8049)
H (-2.3495, -4.5112, 0.9393)
H (-0.9461, -4.2287, 0.6489)
O (-1.9312, -0.0843, -3.9391)
H (-1.8122, -0.2091, -2.9888)
H (-1.1293, -0.5457, -4.2249)

Atomic partial charges in e from the Mulliken method, atoms 1 to 5: atom 1 (O): -0.631, atom 2 (H): 0.329, atom 3 (H): 0.309, atom 4 (O): -0.610, atom 5 (H): 0.293


No. 4
DFT (ωB97M-V/def2-TZVPD) results for a cluster of 2 separate species, H4I2Si2 in total.

Values from the calculation:
HOMO energy (eV): -9.132
E_tot (eV): -32020.4149
Frontier orbital gap (eV): 7.52
Energy relative to the best compared isomer or geometry (same formula, charge and spin) (kJ/mol): 192.74

Element x y z (Å)
Si (-1.2408, -0.4701, -0.0269)
Si (2.2169, 1.4604, -0.0393)
I (3.5635, -0.7779, -0.3562)
I (-3.2652, 0.9461, -0.3422)
H (-1.4211, -1.6139, 0.8157)
H (-1.0649, -0.7413, -1.4818)
H (-0.2029, 0.4046, 0.4626)
H (1.4145, 0.7921, 0.9681)

Atomic partial charges in e from the Mulliken method, atoms 1 to 5: atom 1 (Si): 0.465, atom 2 (Si): 0.238, atom 3 (I): -0.157, atom 4 (I): -0.124, atom 5 (H): -0.080


No. 5
DFT (ωB97M-V/def2-TZVPD) results for a cluster of 2 separate species, H4INP2 in total.

Values from the calculation:
HOMO energy (alpha / beta) (eV): -9.493 / -8.406
E_tot (eV): -28229.9027
Frontier orbital gap (alpha / beta) (eV): 7.45 / 5.28
Energy relative to the best compared isomer or geometry (same formula, charge and spin) (kJ/mol): 191.30

Element x y z (Å)
N (-0.6803, -1.9343, -0.4322)
P (0.1187, 1.2451, -0.3035)
P (0.5021, -0.8594, -0.2745)
I (3.7477, 0.2028, 0.2402)
H (-1.2964, -1.8985, 0.3629)
H (-0.8196, 1.8637, 0.6884)
H (1.3661, 1.4367, 0.2470)
H (1.0635, -0.8452, -1.7213)

Atomic partial charges in e from the Mulliken method, atoms 1 to 5: atom 1 (N): -0.502, atom 2 (P): 0.022, atom 3 (P): 0.114, atom 4 (I): -0.152, atom 5 (H): 0.245


No. 6
DFT (ωB97M-V/def2-TZVPD) results for a structure of composition H4InO2.

Values from the calculation:
HOMO energy (alpha / beta) (eV): -22.372 / -21.244
⟨S²⟩: 0.762
Net charge: +2
E_tot (eV): -9311.4222
Frontier orbital gap (alpha / beta) (eV): 11.89 / 5.03
Multiplicity: 2
Energy relative to the best compared isomer or geometry (same formula, charge and spin) (kJ/mol): 0.76

Element x y z (Å)
In (0.2251, 1.9248, -1.3427)
O (1.6044, -0.2532, -0.0138)
H (2.3509, -0.8122, -0.2294)
H (1.2079, -0.6675, 0.7526)
O (-1.4666, -0.0182, 0.0730)
H (-1.6300, 0.2291, 0.9832)
H (-2.2917, -0.4029, -0.2229)

Atomic partial charges in e from the Mulliken method, atoms 1 to 5: atom 1 (In): 1.427, atom 2 (O): -0.463, atom 3 (H): 0.361, atom 4 (H): 0.356, atom 5 (O): -0.451


No. 7
DFT (ωB97M-V/def2-TZVPD) results for a cluster of 2 separate species, H4N2 in total.

Values from the calculation:
HOMO energy (alpha / beta) (eV): -10.508 / -10.954
E_tot (eV): -3040.8186
Frontier orbital gap (alpha / beta) (eV): 10.17 / 9.86
Energy relative to the best compared isomer or geometry (same formula, charge and spin) (kJ/mol): 307.61

Element x y z (Å)
N (0.9019, 0.4302, 1.1531)
N (-1.4275, -0.4260, -1.5967)
H (0.5254, 0.5031, 2.0908)
H (1.8023, -0.0344, 1.1904)
H (-1.1758, -0.2096, -0.6363)
H (-0.6263, -0.2632, -2.2014)

Atomic partial charges in e from the Mulliken method, atoms 1 to 5: atom 1 (N): -0.451, atom 2 (N): -0.495, atom 3 (H): 0.230, atom 4 (H): 0.229, atom 5 (H): 0.257


No. 8
DFT (ωB97M-V/def2-TZVPD) results for an isolated molecule of H4N2.

Values from the calculation:
HOMO energy (eV): -9.019
E_tot (eV): -3043.8465
Frontier orbital gap (eV): 10.38
Energy relative to the best compared isomer or geometry (same formula, charge and spin) (kJ/mol): 15.46

Element x y z (Å)
N (0.2898, 0.6725, -0.0846)
N (-0.3104, -0.6191, -0.3880)
H (-0.4179, 1.3541, -0.0912)
H (0.8839, 0.7387, 0.7392)
H (-0.8716, -0.8925, 0.3907)
H (0.4262, -1.2538, -0.5663)

Atomic partial charges in e from the Mulliken method, atoms 1 to 5: atom 1 (N): -0.426, atom 2 (N): -0.428, atom 3 (H): 0.219, atom 4 (H): 0.202, atom 5 (H): 0.207


No. 9
DFT (ωB97M-V/def2-TZVPD) results for a cluster of 2 separate species, H4N2O2 in total.

Values from the calculation:
HOMO energy (eV): -8.888
E_tot (eV): -7134.9972
Frontier orbital gap (eV): 9.44
Energy relative to the best compared isomer or geometry (same formula, charge and spin) (kJ/mol): 136.90

Element x y z (Å)
H (-0.6692, -1.0174, -0.3538)
N (-1.6434, -0.7647, -0.3161)
N (-1.8804, 0.3562, 0.1730)
H (-1.0108, 0.9408, 0.4351)
O (0.7813, 0.5776, -0.2446)
O (1.5951, -0.5945, 0.0069)
H (1.2951, 1.2271, -0.6771)
H (1.5324, -0.7251, 0.9765)

Atomic partial charges in e from the Mulliken method, atoms 1 to 5: atom 1 (H): 0.288, atom 2 (N): -0.274, atom 3 (N): -0.217, atom 4 (H): 0.273, atom 5 (O): -0.381


No. 10
DFT (ωB97M-V/def2-TZVPD) results for a cluster of 2 separate species, H4N2O2S in total.

Values from the calculation:
HOMO energy (eV): -8.403
E_tot (eV): -17971.7785
Frontier orbital gap (eV): 8.87
Energy relative to the best compared isomer or geometry (same formula, charge and spin) (kJ/mol): 324.85

Element x y z (Å)
N (-0.2098, -0.3518, -0.8657)
N (-0.7763, -1.0001, 0.0019)
O (0.9294, 1.7139, -1.9538)
O (0.8013, 2.2057, 0.5832)
S (-0.0999, 2.0959, -0.7787)
H (-0.3331, -1.2577, 0.9170)
H (-1.7602, -1.3315, -0.0776)
H (0.8799, 0.7434, -2.0557)
H (0.9008, 1.3403, 1.0012)

Atomic partial charges in e from the Mulliken method, atoms 1 to 5: atom 1 (N): -0.527, atom 2 (N): -0.096, atom 3 (O): -0.429, atom 4 (O): -0.419, atom 5 (S): 0.243